# 1
C5H11N3O as an isolated structure. Source: the OMol25 dataset; level of theory: ωB97M-V with the def2-TZVPD basis set.

Calculated values
F_max: 0.034 hartree/bohr
relative energy (zero: lowest compared OMol25 entry of this formula, charge and spin): 50.67 kcal/mol
highest occupied orbital energy: -7.4 eV

Structure (XYZ):
```
20
C5H11N3O | the OMol25 dataset | ωB97M-V with the def2-TZVPD basis set
C -0.23693 1.29022 -1.82963
C -0.41441 -1.19793 -1.45767
C -0.32860 0.13603 -0.85130
N -0.60961 -2.25326 -0.55735
C -1.16211 0.39138 0.36794
O -0.20195 -1.43541 -2.64310
H -0.26012 -2.12302 0.38383
H -0.41048 -3.15598 -0.96299
H -1.21237 1.55453 -2.25246
H 0.16524 2.18783 -1.34734
H 0.40554 1.01938 -2.66605
H -1.88371 -0.39817 0.58152
H -1.66767 1.35801 0.33045
N 1.97501 0.31587 2.28215
C 1.03203 0.17540 1.35700
N -0.21688 0.46392 1.58806
H 2.92069 0.05248 2.06662
H 1.80644 0.65820 3.22385
H -0.56871 0.83925 2.46239
H 0.86860 0.12127 -0.07591
```

=====

# 2
One molecule with the formula C5H4N2O. Source: the OMol25 dataset; level of theory: ωB97M-V with the def2-TZVPD basis set.

Calculated values
F_max: 0.200 hartree/bohr
relative energy (zero: lowest compared OMol25 entry of this formula, charge and spin): 70.98 kcal/mol
highest occupied orbital energy: -10.9 eV
SMILES: N#CCC(=O)CC#N

Structure (XYZ):
```
12
C5H4N2O | the OMol25 dataset | ωB97M-V with the def2-TZVPD basis set
N 1.62496 2.20952 0.10679
C 0.50889 1.81731 0.12151
C -0.52564 0.87944 0.82580
C -0.23070 -0.73997 0.57749
O -0.87528 -1.51006 1.24314
C 0.56162 -1.29522 -0.60008
C -0.14133 -0.56232 -1.47331
N -0.67770 0.23426 -2.17081
H -0.49635 0.76740 2.01675
H -1.54597 1.40993 0.36984
H 0.21669 -2.30470 -0.46221
H 1.58079 -0.90560 -0.55490
```

=====

# 3
C24H24FeO4 as an isolated structure. Source: the OMol25 dataset; level of theory: ωB97M-V with the def2-TZVPD basis set.

Calculated values
F_max: 0.061 hartree/bohr
spin multiplicity: 5
highest occupied orbital energy (spin up / spin down): 2.2 / -0.4 eV
net charge: -2

Structure (XYZ):
```
53
C24H24FeO4 | the OMol25 dataset | ωB97M-V with the def2-TZVPD basis set
C -3.72340 -2.14959 1.59168
C -2.54226 -1.38073 2.21218
C -2.70170 -1.22028 3.74493
O -1.31365 -2.10318 1.96155
C -0.73923 -2.11022 0.69914
O 0.07635 -3.01682 0.52642
C -1.00994 -0.97373 -0.32273
C -1.66912 -1.58182 -1.55911
C -2.39362 -0.77411 -2.47792
C -2.36118 -1.02979 -3.84965
C -1.68146 -2.13772 -4.37629
C -1.08323 -3.01707 -3.46639
C -1.13358 -2.78502 -2.09050
C -1.96871 0.06511 0.28713
O -2.30734 1.06265 -0.28571
O -2.41432 -0.05904 1.60563
H -3.55786 -2.27450 0.50290
H -3.82189 -3.14399 2.07728
H -4.66970 -1.60091 1.77619
H -1.83529 -0.68553 4.15817
H -3.61673 -0.66272 4.01330
H -2.77261 -2.20094 4.24899
H -2.83832 0.17199 -2.15714
H -2.76525 -0.30056 -4.55090
H -1.51828 -2.23907 -5.45297
H -0.47427 -3.82653 -3.85753
H -0.56212 -3.44410 -1.44430
C 0.91913 -0.23671 -1.86744
C 0.51885 -0.02345 -0.44095
C 0.70692 1.38435 0.00281
C 0.63299 1.81862 1.40319
C 0.99499 3.20405 1.47748
C 1.32148 3.67224 0.13274
C 1.15344 2.54892 -0.77694
Fe 2.48061 2.15166 0.67753
C 4.01182 1.18755 -0.09407
C 3.65756 0.67177 1.21592
C 3.73357 1.76570 2.16152
C 4.13441 2.95522 1.43975
C 4.30491 2.59969 0.04711
H 1.03285 -1.31707 -2.01664
H 0.23303 0.18226 -2.64516
H 1.90935 0.25474 -1.94782
H 1.20788 -0.72540 0.32163
H 0.32436 1.16214 2.18303
H 0.92976 3.84708 2.35039
H 1.53758 4.69855 -0.15847
H 1.30702 2.57102 -1.84672
H 4.15623 0.57862 -1.00520
H 3.47251 -0.39173 1.46306
H 3.62148 1.67449 3.25893
H 4.38763 3.93023 1.89584
H 4.70838 3.25367 -0.74590
```

=====

# 4
One molecule with the formula C5H12O. Source: the OMol25 dataset; level of theory: ωB97M-V with the def2-TZVPD basis set.

Calculated values
F_max: 0.034 hartree/bohr
relative energy (zero: lowest compared OMol25 entry of this formula, charge and spin): 18.46 kcal/mol
highest occupied orbital energy: -10.3 eV
SMILES: CC(C)CCO

Structure (XYZ):
```
18
C5H12O | the OMol25 dataset | ωB97M-V with the def2-TZVPD basis set
C -1.17127 0.94461 -1.01334
C -0.64905 -0.37865 -0.25147
C -1.73804 -1.01742 0.62424
C 0.59864 -0.19262 0.64451
C 1.88160 0.11644 -0.09738
O 2.85142 0.57635 0.82938
H -0.58477 1.22099 -1.91310
H -1.18464 1.81994 -0.35964
H -2.18330 0.78655 -1.42787
H -0.46786 -0.85531 -1.22457
H -1.99814 -0.28773 1.40171
H -1.43010 -1.91538 1.18563
H -2.65045 -1.28953 0.08484
H 0.38296 0.63094 1.33888
H 0.80737 -1.04923 1.31063
H 1.65145 0.87917 -0.85439
H 2.23582 -0.79430 -0.61226
H 3.64834 0.80519 0.33418
```

=====

# 5
CH2CaLiO3 as an isolated structure. Source: the OMol25 dataset; level of theory: ωB97M-V with the def2-TZVPD basis set.

Calculated values
F_max: 0.048 hartree/bohr
relative energy (zero: lowest compared OMol25 entry of this formula, charge and spin): 0.00 kcal/mol
highest occupied orbital energy: -13.6 eV
net charge: +1

Structure (XYZ):
```
8
CH2CaLiO3 | the OMol25 dataset | ωB97M-V with the def2-TZVPD basis set
O -0.39230 2.51276 -0.73941
C 0.36374 -0.93093 0.96319
O 1.13343 -1.88629 1.04873
O -0.37197 -0.77249 -0.08624
H 0.05852 2.99169 -1.43384
Li 0.64193 -2.45290 -0.80323
Ca -1.42607 0.85054 -0.80598
H -0.00729 -0.31239 1.85678
```

=====

# 6
A 2-piece molecular cluster, C15H18O overall. Source: the OMol25 dataset; level of theory: ωB97M-V with the def2-TZVPD basis set.

Calculated values
F_max: 0.027 hartree/bohr
relative energy (zero: lowest compared OMol25 entry of this formula, charge and spin): 13.29 kcal/mol
highest occupied orbital energy: -8.2 eV
SMILES: CCc1ccc(O)cc1.Cc1ccccc1

Structure (XYZ):
```
34
C15H18O | the OMol25 dataset | ωB97M-V with the def2-TZVPD basis set
C 0.63998 -0.09810 -3.21826
C 1.48634 0.59213 -2.16114
C 0.89630 1.07580 -0.84690
C 1.74299 1.51725 0.16448
C 1.22640 2.22709 1.22783
C -0.09680 2.64701 1.23659
O -0.53657 3.54370 2.15290
C -0.95762 2.14628 0.29058
C -0.44791 1.40108 -0.76846
H 0.68695 0.41593 -4.17803
H -0.43591 -0.14692 -3.03513
H 0.92341 -1.13108 -3.41779
H 2.36739 -0.00927 -1.91860
H 1.96918 1.45727 -2.62966
H 2.79346 1.31788 0.06498
H 1.84749 2.44403 2.07372
H 0.12036 3.77785 2.81169
H -2.02184 2.35687 0.35811
H -1.14705 0.99852 -1.49222
C 0.24434 -2.55500 -0.92486
C -0.44030 -2.11481 0.32870
C -1.75396 -1.63557 0.26884
C -2.33091 -1.12334 1.41203
C -1.64454 -0.97318 2.60449
C -0.32536 -1.39630 2.65286
C 0.23850 -1.96679 1.51898
H 1.00053 -1.84670 -1.25848
H -0.44126 -2.75447 -1.74870
H 0.65774 -3.56987 -0.86490
H -2.28022 -1.56349 -0.67317
H -3.37354 -0.82025 1.37536
H -2.11692 -0.59423 3.50140
H 0.23946 -1.31922 3.57411
H 1.26990 -2.30010 1.51864
```